Below is C3H5B in the gas phase in a non-equilibrium geometry, with properties calculated with ωB97M-V with the def2-TZVPD basis set.

Geometry as ORCA input:
```
! RIJCOSX wB97M-V def2-TZVPD def2/J DEFGRID3
* xyz 0 1
C 1.2775 -0.2197 -0.1328
B 0.0404 -1.0082 0.0355
C -1.1969 -0.2039 -0.1504
C 0.0815 0.4162 0.5881
H 2.1266 -0.3265 0.3625
H 1.4418 0.1670 -1.1125
H -1.6924 -0.0127 -1.1446
H -2.0364 -0.1154 0.4993
H -0.0420 1.3033 1.0549
*
```

## Properties
LUMO level = 0.02 eV
Frontier orbital gap = 8.02 eV
SMILES = C1B2CC12

---

Below is a molecular structure, C29H46BrN3P2Pd in a non-equilibrium geometry, with properties calculated with ωB97M-V with the def2-TZVPD basis set.

Geometry as ORCA input:
```
! RIJCOSX wB97M-V def2-TZVPD def2/J DEFGRID3
* xyz 0 1
N -5.1361 -0.8666 3.3019
C -4.1220 -0.2142 3.8747
C -3.1059 0.3901 3.1284
C -3.1874 0.3699 1.7149
C -4.2704 -0.3351 1.1319
C -5.2221 -0.9284 1.9734
C -2.2314 1.0945 0.8864
Pd -0.2306 -0.1034 0.0995
P 1.7336 0.5043 -1.0269
C -2.1490 0.9279 -0.5113
C -1.7098 2.0230 -1.3839
C -1.9750 1.9487 -2.7709
C -1.4260 2.8870 -3.6410
C -0.5525 3.8463 -3.1209
C -0.3915 4.0349 -1.7483
C -0.9601 3.0916 -0.8765
Br 0.4910 4.9588 -4.3225
H -1.7317 1.9385 1.3656
H -2.7109 0.1574 -1.0132
H -2.2896 0.9092 3.6314
H -4.4228 -0.3670 0.0483
H -4.1129 -0.1458 4.9660
H -6.0852 -1.4482 1.5368
H -2.6046 1.1408 -3.1458
H -0.7864 3.1884 0.1910
H -1.6633 2.8801 -4.7004
H 0.1485 4.8926 -1.3632
P -0.6868 -2.4612 -0.1428
C 2.3849 2.0399 -0.2747
C 3.1628 2.9742 -1.1967
H 2.9990 1.7536 0.5941
H 1.5142 2.5705 0.1384
H 3.5346 3.8279 -0.6162
H 4.0382 2.4886 -1.6410
H 2.5343 3.3839 -1.9973
C 1.3207 0.8579 -2.7724
C 2.4650 0.7937 -3.7767
H 0.8303 1.8405 -2.7980
H 0.5340 0.1432 -3.0561
H 2.0887 1.0437 -4.7760
H 3.2530 1.5169 -3.5434
H 2.9050 -0.2083 -3.8336
C 3.0393 -0.7698 -0.9903
C 4.4736 -0.2814 -1.1760
H 2.7860 -1.5241 -1.7533
H 2.9494 -1.2838 -0.0219
H 5.1580 -1.1368 -1.1345
H 4.6298 0.2033 -2.1458
H 4.7747 0.4137 -0.3838
C 0.2815 -3.8036 0.6841
C 1.7882 -3.8076 0.4672
H -0.1452 -4.7664 0.3503
H 0.0624 -3.7211 1.7601
H 2.2111 -4.7393 0.8674
H 2.0692 -3.7496 -0.5913
H 2.2748 -2.9906 1.0122
C -0.5201 -2.8674 -1.9360
C -1.4333 -2.0413 -2.8387
H -0.7233 -3.9433 -2.0595
H 0.5363 -2.6994 -2.1950
H -1.2248 -2.2683 -3.8916
H -2.4965 -2.2525 -2.6649
H -1.2684 -0.9645 -2.6993
C -2.3977 -3.0653 0.2109
C -2.6781 -3.3475 1.6862
H -2.5661 -3.9817 -0.3801
H -3.1008 -2.3085 -0.1696
H -3.7370 -3.6036 1.8181
H -2.0865 -4.1877 2.0725
H -2.4842 -2.4627 2.3048
C 1.4422 2.2166 4.9856
N 1.3947 1.2497 3.9029
C 2.2644 0.1816 3.7246
C 1.8691 -0.4542 2.5776
N 0.7847 0.2206 2.0509
C 0.4910 1.2246 2.8869
H 1.3479 1.7117 5.9526
H 2.3940 2.7595 4.9838
H 0.6255 2.9313 4.8620
H 3.0841 -0.0311 4.3938
H 2.2918 -1.3315 2.1134
H -0.3352 1.9319 2.8309
*
```

## Properties
LUMO level = 0.33 eV
Frontier orbital gap = 6.18 eV

---

Below is C19H22N4O2S in the gas phase, with properties calculated with ωB97M-V with the def2-TZVPD basis set.

Geometry as ORCA input:
```
! RIJCOSX wB97M-V def2-TZVPD def2/J DEFGRID3
* xyz 0 1
C -3.6463 -4.1353 -0.9718
O -3.2764 -3.0754 -0.1238
C -1.9704 -2.6962 -0.0842
C -0.9458 -3.2668 -0.8312
C 0.3473 -2.7882 -0.7075
C 0.6429 -1.7248 0.1347
C 2.0221 -1.2326 0.2612
C 3.0421 -2.0139 0.6993
S 4.5683 -1.2038 0.8099
C 3.8391 0.2594 0.2257
N 4.5163 1.3856 0.0323
C 3.8014 2.3751 -0.4552
N 2.5225 2.3559 -0.7860
C 1.8298 1.2291 -0.6001
N 0.5558 1.1900 -1.0313
C -0.1155 2.3519 -1.5530
C -0.9645 3.0534 -0.4886
N -2.0189 2.1995 0.0358
C -2.5373 2.7170 1.2936
C -3.6048 1.7701 1.8395
O -4.6614 1.5991 0.9265
C -4.1758 1.1110 -0.3016
C -3.1234 2.0446 -0.8990
C 2.4694 0.0949 -0.0321
C -0.3879 -1.1588 0.8867
C -1.6715 -1.6471 0.7876
H -3.4393 -3.9014 -2.0211
H -4.7194 -4.2592 -0.8362
H -3.1377 -5.0653 -0.6985
H -1.1382 -4.0859 -1.5058
H 1.1394 -3.2407 -1.2855
H 2.9813 -3.0435 0.9936
H 4.3195 3.3116 -0.6142
H -0.0256 0.4214 -0.7310
H 0.6557 3.0424 -1.8980
H -0.7317 2.0443 -2.4015
H -0.3051 3.3183 0.3415
H -1.3706 3.9877 -0.9138
H -1.7174 2.7895 2.0115
H -2.9810 3.7198 1.1613
H -4.0483 2.1774 2.7498
H -3.1418 0.7982 2.0637
H -5.0405 1.0370 -0.9634
H -3.7365 0.1126 -0.1630
H -2.7548 1.6109 -1.8295
H -3.5915 3.0203 -1.1241
H -0.1727 -0.3489 1.5689
H -2.4708 -1.2397 1.3857
*
```

## Properties
LUMO level = 0.63 eV
Frontier orbital gap = 8.57 eV
SMILES = COc1ccc(-c2csc3ncnc(NCCN4CCOCC4)c23)cc1

---

Below is 12 unconnected molecules or ions with the total composition C35H75BNO23S6 in a non-equilibrium geometry, with properties calculated with ωB97M-V with the def2-TZVPD basis set.

Geometry as ORCA input:
```
! RIJCOSX wB97M-V def2-TZVPD def2/J DEFGRID3
* xyz -1 1
O -1.9057 2.6164 0.2150
C -1.2826 1.7405 0.7484
O -0.5067 0.8896 0.1120
B 0.0067 -0.0926 1.0504
O -0.4973 0.3221 2.3734
C -1.3240 1.3409 2.2397
O -1.9682 1.8972 3.0757
O 1.4730 -0.2091 1.1174
C 1.8908 -1.3671 0.6903
O 3.0196 -1.7076 0.5107
C 0.6476 -2.2463 0.4817
O -0.4289 -1.4834 0.7017
O 0.6562 -3.4164 0.2783
C 2.7638 -8.4604 2.3864
S 3.9470 -7.1252 2.0529
O 4.4783 -7.2176 0.6464
C 2.6821 -5.8313 2.2316
H 3.2635 -9.4289 2.4551
H 2.0270 -8.6505 1.5994
H 2.2178 -8.2491 3.3036
H 3.0827 -4.8252 2.0766
H 2.2968 -5.8279 3.2492
H 1.8823 -5.8030 1.4929
C 0.4894 -3.2383 3.8027
S 1.6989 -2.9602 5.1018
O 2.7348 -4.0398 4.8882
C 2.4148 -1.4610 4.3816
H 1.0426 -3.2477 2.8623
H -0.2647 -2.4546 3.7078
H -0.0208 -4.1910 3.9253
H 3.0026 -0.9231 5.1222
H 1.6331 -0.7725 4.0486
H 3.0185 -1.7185 3.5110
C -5.1996 0.9912 4.1697
S -5.2907 2.3175 5.4413
O -6.1201 1.7681 6.5644
C -3.4992 2.2874 5.8610
H -5.6522 1.3912 3.2660
H -5.6449 0.1056 4.6114
H -4.1515 0.8085 3.9319
H -2.9738 2.7827 5.0424
H -3.0332 1.3054 5.9260
H -3.3672 2.8852 6.7608
C 7.4614 -6.1753 -0.7737
S 6.9666 -5.0561 0.5699
O 7.8939 -3.8706 0.5257
C 5.4501 -4.3910 -0.1908
H 6.6154 -6.8247 -1.0019
H 8.3625 -6.6910 -0.4568
H 7.6502 -5.6158 -1.6926
H 5.0978 -3.6007 0.4680
H 4.6992 -5.1658 -0.3170
H 5.7727 -3.9779 -1.1464
C -1.9797 -1.3319 -2.3264
S -2.7682 -0.7391 -3.8512
O -4.2379 -0.6294 -3.5901
C -2.1298 0.9716 -3.8057
H -2.2048 -2.3911 -2.2297
H -2.3757 -0.7852 -1.4700
H -0.9041 -1.1533 -2.3261
H -2.2863 1.5198 -2.8786
H -2.4825 1.5397 -4.6641
H -1.0589 0.8549 -3.9934
C -5.1928 5.4762 -1.8121
S -3.6209 4.6420 -2.1981
O -3.0332 5.2131 -3.4429
C -2.6796 5.4580 -0.8433
H -6.0048 5.2122 -2.4892
H -5.0117 6.5491 -1.8126
H -5.5154 5.0656 -0.8536
H -2.5384 6.5099 -1.1014
H -1.6820 5.0192 -0.8455
H -3.0631 5.3995 0.1742
C -6.2066 1.6908 -1.7985
O -7.0837 2.3549 -2.3237
N -5.9079 1.7341 -0.4829
C -4.7580 0.9757 0.0344
C -6.5257 2.6446 0.4427
H -5.5734 0.9831 -2.3538
H -3.9872 0.9038 -0.7315
H -5.0360 0.0075 0.4428
H -4.3092 1.6373 0.7772
H -6.9957 2.1029 1.2669
H -5.8304 3.3713 0.8755
H -7.2974 3.2385 -0.0449
O -1.9058 7.0522 2.5596
C -1.3997 6.1675 3.2094
O -1.2563 6.1881 4.5328
C -1.8691 7.2570 5.2559
C -3.3228 6.9571 5.4928
C -0.9219 4.9027 2.5606
H -1.7207 8.2241 4.7615
H -1.2614 7.4635 6.1394
H -3.8447 6.8471 4.5456
H -3.8063 7.7709 6.0408
H -3.4286 6.1051 6.1656
H -0.2491 5.1630 1.7420
H -1.7512 4.2874 2.2239
H -0.2743 4.2941 3.1959
O 2.6306 4.4221 -4.5060
C 1.4751 4.2042 -4.7833
O 0.8655 3.0540 -4.5310
C 1.4147 2.1669 -3.5567
C 0.8237 2.5226 -2.2112
C 0.6592 5.1504 -5.5979
H 2.5027 2.1292 -3.5953
H 1.0145 1.1963 -3.8506
H 1.1726 2.0379 -1.2985
H -0.2247 2.2271 -2.2506
H 0.8943 3.5823 -1.9576
H 0.9957 6.1846 -5.6082
H -0.4095 5.2592 -5.4068
H 0.7744 4.7511 -6.6124
O -0.6016 -6.6512 -2.1393
C 0.5772 -6.4265 -2.2794
O 1.2420 -6.5061 -3.4122
C 0.5971 -7.1032 -4.5623
C 0.5183 -8.5962 -4.3574
C 1.4963 -6.1833 -1.0959
H 1.1409 -6.8567 -5.4690
H -0.3790 -6.6181 -4.5865
H 1.4875 -9.0038 -4.0651
H 0.2632 -9.1289 -5.2765
H -0.2282 -8.8562 -3.6089
H 2.2131 -5.3787 -1.2425
H 2.0971 -7.0893 -0.9664
H 0.9157 -6.0781 -0.1888
O 5.0885 2.8955 -0.7623
C 4.9976 2.7673 -1.9631
O 4.4176 1.7330 -2.5579
C 4.0245 0.6020 -1.7656
C 4.3864 -0.6245 -2.5942
C 5.5072 3.8039 -2.9153
H 2.9507 0.6493 -1.5863
H 4.5334 0.5540 -0.8072
H 3.8860 -0.5454 -3.5706
H 4.0753 -1.5898 -2.2001
H 5.4221 -0.6508 -2.9382
H 6.5824 3.7336 -3.0763
H 5.1765 4.7507 -2.4970
H 5.1072 3.6521 -3.9189
*
```

## Properties
LUMO level = 1.87 eV
Frontier orbital gap = 8.70 eV

---

Below is 2 unconnected molecules or ions with the total composition C4H10N2O2 in a non-equilibrium geometry, with properties calculated with ωB97M-V with the def2-TZVPD basis set.

Geometry as ORCA input:
```
! RIJCOSX wB97M-V def2-TZVPD def2/J DEFGRID3
* xyz 0 1
C 0.0956 -0.6789 2.5805
C -0.8522 -0.9307 1.4320
C -1.1915 0.0272 0.5656
N -2.1860 -0.1250 -0.4247
H 0.7319 0.1747 2.3561
H -0.4293 -0.5690 3.5293
H 0.7378 -1.5582 2.6927
H -1.3651 -1.8893 1.4134
H -0.6705 0.9753 0.6190
H -2.7026 0.7206 -0.6266
H -2.7842 -0.8809 -0.1418
N 2.4003 0.5026 -2.2268
C 1.3232 1.0596 -1.6108
O 1.3451 1.8600 -0.7183
O 0.1127 0.7125 -2.1691
H 3.2454 1.0358 -2.3231
H 2.3205 -0.2377 -2.9021
H -0.1311 -0.1986 -2.0452
*
```

## Properties
LUMO level = 0.77 eV
Frontier orbital gap = 8.77 eV
SMILES = C/C=C/N.NC(=O)O

---

Below is a molecular structure, C31H44BaF3N12O4Se2 in a non-equilibrium geometry, with properties calculated with ωB97M-V with the def2-TZVPD basis set.

Geometry as ORCA input:
```
! RIJCOSX wB97M-V def2-TZVPD def2/J DEFGRID3
* xyz 1 1
Ba -0.5273 -0.3583 0.5468
C 4.7526 -0.8206 0.1401
N 4.7901 -0.3524 -1.2275
C 5.8928 0.4878 -1.6527
C 5.5036 0.8029 -3.0826
N 4.0433 0.6769 -3.0652
C 3.4630 0.5290 -4.3951
C 3.6384 -0.0651 -1.9464
N 2.4735 -0.4428 -1.5540
C 1.2604 -0.1489 -2.3094
C 0.8292 1.3377 -2.2589
N -0.6095 1.4703 -1.9980
C -1.1294 2.6410 -1.8358
N -2.4815 2.7899 -1.5417
C -3.2031 1.7192 -0.8783
C -2.7434 4.1474 -1.0767
C -1.6209 4.9201 -1.7385
N -0.5778 3.8978 -1.8915
C 0.5991 4.2956 -2.6605
H 5.5937 -1.4894 0.3194
H 3.8305 -1.3638 0.2998
H 4.8074 0.0065 0.8516
H 6.8392 -0.0462 -1.5885
H 5.9681 1.3931 -1.0383
H 5.9432 0.0754 -3.7728
H 5.7986 1.8002 -3.3991
H 3.8316 1.3393 -5.0229
H 2.3855 0.5883 -4.3861
H 3.7556 -0.4189 -4.8627
H 0.4679 -0.7352 -1.8538
H 1.3306 -0.5112 -3.3388
H 1.1016 1.8291 -3.1876
H 1.4057 1.8083 -1.4510
H -2.8442 0.7471 -1.2191
H -4.2640 1.7961 -1.1086
H -3.0836 1.7736 0.2086
H -2.6705 4.2028 0.0141
H -3.7315 4.4831 -1.3798
H -1.2603 5.7452 -1.1280
H -1.9220 5.3145 -2.7152
H 0.8077 5.3364 -2.4226
H 0.4326 4.2260 -3.7402
H 1.4776 3.7189 -2.3982
Se 0.8654 -2.8473 4.4336
Se 1.5709 -1.9157 2.4238
C 2.4008 -0.3125 3.0929
C 3.1021 -0.2320 4.2877
C 3.7338 0.9644 4.5857
C 3.6604 2.0181 3.6872
C 2.9407 1.8358 2.5215
N 2.3128 0.6901 2.2254
C -0.9557 -3.2020 3.9149
C -1.7945 -3.7805 4.8661
C -3.0891 -4.0852 4.4906
C -3.5037 -3.8252 3.1907
C -2.5927 -3.2607 2.3195
N -1.3348 -2.9402 2.6699
H 3.1624 -1.0727 4.9596
H 4.2929 1.0667 5.5087
H 4.1547 2.9610 3.8850
H 2.8470 2.6346 1.7893
H -1.4298 -3.9947 5.8650
H -3.7710 -4.5311 5.2058
H -4.5086 -4.0675 2.8593
H -2.8646 -3.0419 1.2868
C -1.0291 -5.1771 -1.1713
N -1.3973 -3.9298 -1.8796
C -1.9225 -3.9791 -3.1387
C -2.2526 -2.8732 -3.8303
C -2.0545 -1.6261 -3.1628
N -1.6195 -1.5763 -1.9168
C -1.2029 -2.6845 -1.2761
O -0.6410 -2.5956 -0.1589
N -2.2838 -0.4465 -3.7458
H -0.2698 -5.7216 -1.7312
H -1.9055 -5.8092 -1.0441
H -0.6318 -4.9135 -0.2039
H -2.0422 -4.9705 -3.5547
H -2.6335 -2.9357 -4.8433
H -2.5306 -0.3909 -4.7140
H -1.8986 0.3727 -3.2618
C -5.0901 -0.8044 2.1797
C -3.6001 -0.5954 2.2746
N -3.1058 -0.4599 3.5112
O -2.8776 -0.5648 1.2438
H -5.6021 0.1449 2.3803
H -5.4290 -1.5388 2.9176
H -5.3500 -1.1369 1.1764
H -3.7287 -0.3619 4.2938
H -2.1344 -0.1853 3.6258
F -1.3081 3.9417 2.2632
C -1.1245 2.8479 3.0048
F -2.3103 2.5047 3.5464
F -0.2807 3.1458 3.9977
C -0.5519 1.6595 2.1619
O -0.2581 1.8997 0.9682
O -0.4864 0.5518 2.7644
*
```

## Properties
LUMO level = -1.74 eV
Frontier orbital gap = 8.35 eV